A molecular structure, C5H11N3O4PdS4 at a distorted geometry. Source: OMol25; level of theory: ωB97M-V/def2-TZVPD.

The expectation value of S² is 6.031. Its strongest force on any atom is 1.66 eV/Å. The calculation puts the total energy at -2382.87905 a.u. The value obtained for the HOMO energy (spin up / spin down) is -7.78 / -8.97 eV. The molar mass is 411.8 g mol⁻¹. The lowest unoccupied orbital energy (spin up / spin down) is -0.1 / -2.7 eV.

Geometry as ORCA input:
```
! RIJCOSX wB97M-V def2-TZVPD def2/J DEFGRID3
* xyz 0 5
Pd 0.04275 -0.23648 1.07188
O 1.75479 1.27903 1.79743
S 2.34003 -0.10436 1.91023
O 3.65601 -0.15647 2.45582
O 2.21295 -0.71796 0.54190
O 1.31057 -0.87895 2.72021
C 0.19214 -3.43859 -2.34882
C 0.05798 -2.17508 -1.52682
S -0.64852 -2.36669 -0.00334
C 0.45317 -0.96091 -2.09271
C 0.95539 -0.92240 -3.51853
S 0.38871 0.53895 -1.32822
H -0.08654 -4.30749 -1.75839
H 1.22231 -3.56749 -2.68991
H -0.44830 -3.39949 -3.23650
H 1.86877 -1.51677 -3.61069
H 1.18237 0.09778 -3.82219
H 0.21524 -1.33463 -4.20693
N -0.72587 1.48424 3.18984
N -1.44954 2.46999 2.54237
C -2.03833 2.25114 1.36313
N -2.57928 3.31758 0.76877
S -2.21650 0.71735 0.63255
H -0.99646 1.42941 4.15821
H 0.26492 1.65805 3.08308
H -1.33785 3.42208 2.84976
H -2.55766 4.23807 1.17291
H -3.03324 3.18008 -0.11504
*
```



C5H11N3O6 in the gas phase at a distorted geometry. Source: OMol25; level of theory: ωB97M-V/def2-TZVPD.

Its strongest force on any atom is 3.73 eV/Å. The calculation puts the total energy at -812.58708 a.u. The value obtained for the HOMO energy is -9.34 eV. The molar mass is 209.2 g mol⁻¹. The lowest unoccupied orbital energy is 0.4 eV.

Geometry as ORCA input:
```
! RIJCOSX wB97M-V def2-TZVPD def2/J DEFGRID3
* xyz 0 1
C 2.67000 0.49414 1.30316
C 1.31823 0.28476 1.71562
O 0.45983 0.14731 0.60232
C -0.13811 1.30457 0.04250
O 0.86241 2.33868 0.08514
O -0.62448 1.07223 -1.20466
C 0.33308 0.56651 -2.10776
C -1.27966 1.85257 0.93142
O -1.09822 2.85417 1.52692
O -2.46306 1.00259 0.93990
N -3.16626 0.26554 -0.22700
O -3.05628 0.79030 -1.32206
N -3.85138 -0.69240 0.15101
N -4.55923 -1.23859 -0.84821
H 3.36818 -0.03780 1.93281
H 2.71117 -0.01009 0.24864
H 2.84124 1.51526 1.21795
H 0.88050 0.96341 2.40391
H 1.20017 -0.69591 2.19123
H 0.57428 3.20955 -0.28789
H 0.67614 -0.28647 -1.70425
H 1.16361 1.22538 -2.30418
H -0.25343 0.35174 -2.97075
H -4.40018 -0.87297 -1.82426
H -5.54865 -1.36689 -0.63713
*
```